Density functional theory data (the ωB97M-V functional and the def2-TZVPD basis) for a cluster of 4 separate species, C40H71N6O11P in total in a non-equilibrium geometry.

CARTESIAN COORDINATES (ANGSTROEM)
H 1.6511 5.6079 2.2220
C 0.3968 -0.6250 1.2455
H -3.1485 -0.8450 3.4533
H -0.6317 -2.4763 -4.6882
H 6.2639 4.0222 2.0567
N -7.6687 -4.2428 3.5421
C 1.5529 1.3983 1.7625
C -0.9641 1.2085 2.2654
H -8.3223 -2.3416 3.0687
H -8.1492 -7.0042 6.4071
H -5.2869 -1.8818 6.2851
H 5.2433 7.3341 2.2435
H -6.5432 -3.0707 5.9455
C -2.1691 -4.3126 -11.9737
H -5.1815 -3.2720 -9.2253
H 7.2597 4.7325 5.0673
H 6.0094 8.6006 6.3926
H -1.3283 -2.2912 -10.4066
H -7.4697 -3.1661 1.7735
H 2.6598 -2.2568 -1.9617
H -0.0048 5.8527 1.6526
H -5.2854 -2.7310 2.9840
H -1.5965 -4.4736 -6.5240
C 2.5151 -1.2946 -5.1982
C 3.0370 -1.5377 -3.9361
H -7.2064 -5.9307 7.4584
H -3.8006 1.9654 2.9141
H 7.6660 7.7564 4.0350
C 1.5785 -1.2238 0.8348
H -3.2953 0.4420 4.6164
N 4.5570 2.0661 3.0298
C 5.7831 4.9684 2.2901
H 2.5637 3.2168 2.3346
C 2.2334 -2.0807 -2.9405
H -8.2879 -5.2389 6.2356
H 3.8043 1.6856 3.5927
C 0.0269 -3.0305 -2.1993
H 4.0645 -1.2948 -3.7019
H -5.6260 -4.8584 3.4313
H 8.7321 5.7311 5.0035
H 0.7892 -1.4548 -6.4580
H -1.7136 1.1062 1.4798
H 5.2103 2.9424 0.0524
C -7.4589 -2.9753 2.8515
N -0.1703 -2.6440 0.1096
C 1.4588 4.1091 0.0199
C 0.0409 -3.2452 -9.1012
O 4.3521 2.7873 0.4577
H 0.1196 -2.9198 -11.2083
C -0.6990 -1.6177 1.0238
C -6.8004 -6.4297 4.2310
C -4.1952 -3.3704 -9.6782
H -1.3882 -5.3627 -8.0407
H -3.8359 -3.3995 -12.9152
C -1.4442 0.4881 3.5485
N -3.7503 0.9937 2.6393
C 2.7647 0.7682 1.3565
C -7.5958 -6.0611 6.4502
C 0.3445 0.6721 1.7492
O -0.3578 -4.1573 -2.2431
O -0.3818 -2.1342 -1.2132
H -1.5551 -4.0392 -12.8383
C 8.1226 5.0847 5.6409
H 7.6349 7.5240 7.7436
H 5.4123 7.0253 6.8881
C 1.5487 2.8333 2.2438
H 0.3323 4.9784 3.1807
C 6.1375 7.5238 6.2403
H -6.0928 -7.2065 3.9290
C 1.1961 -1.6258 -5.4697
O -0.9113 -3.3244 -8.0475
H -6.1939 -1.3123 2.4997
H -4.6885 0.6213 2.6018
H -3.0811 -2.3350 -11.7399
H -3.6359 -4.1131 -9.1015
H -7.7242 -4.0664 4.5367
H -7.8096 -6.8471 4.1655
C 2.7786 -0.5429 0.8890
H -6.7315 -5.6007 2.2664
H 8.3236 7.5918 6.1296
C -6.6441 -5.2492 3.2988
H 0.0341 -4.9015 -7.0729
C 7.5273 7.1328 6.7288
H -4.9659 -3.1858 5.1250
H 3.7010 -1.0152 0.5764
O -1.7819 -1.6948 1.5118
H 6.3553 8.9304 3.8406
C -2.9628 0.2162 3.5954
H 5.4485 1.7392 3.3798
C -5.7270 -2.4958 5.4989
C -0.9600 -4.5842 -7.4003
C 1.2782 -2.5962 0.3799
H 5.2456 4.8517 3.2356
O 7.7384 5.7384 6.8340
O -6.4894 -6.0748 5.5728
C 6.5883 7.8611 3.8475
H -2.5475 -5.3202 -12.1619
H -0.8800 2.2650 2.4872
N -1.3013 -4.3899 -10.8033
C -0.6367 -3.1443 -10.4497
H 3.1473 -0.8577 -5.9586
H 0.6275 -2.3352 -8.9417
O -4.3835 -3.7700 -11.0213
C -6.2073 -2.1696 3.1789
H 6.8449 7.8878 1.7317
H 8.7144 4.2134 5.9222
H -0.9139 -0.4600 3.6292
P 4.4602 1.4564 1.4134
C 0.7736 3.8367 1.3677
N 5.7735 7.2092 4.8631
C -3.3714 -3.3767 -11.9262
C 0.6587 5.1514 2.1538
H 5.8289 6.2074 4.7342
C 0.9146 -2.4057 -3.2199
C 0.3923 -2.1885 -4.4927
H -1.8487 -4.7053 -10.0131
H 0.7258 -4.0973 -9.0689
O 1.9957 -3.5495 0.3175
H -3.6813 -2.4074 -9.6116
O -6.1843 -1.6212 4.4847
H 5.0646 5.2029 1.4992
C 6.3119 7.2882 2.4750
H -1.1621 1.1077 4.4008
H -0.2402 3.5039 1.1543
H 1.1211 2.8435 3.2515
O 6.7945 5.9558 2.3686
H 1.0277 3.5035 -0.7771
H 1.2778 5.1487 -0.2641
H 2.5340 3.9721 0.0667

Atomic forces in eV per Å
-0.031 0.093 -0.011
0.044 -0.154 -0.064
-0.068 0.047 -0.312
-0.014 0.067 -0.151
0.092 0.021 0.026
0.133 0.010 0.076
0.271 -0.201 -0.124
0.046 -0.142 0.062
0.000 0.014 -0.037
-0.026 0.004 0.006
0.014 0.010 -0.020
-0.022 -0.030 0.057
0.033 -0.075 -0.037
0.073 -0.158 0.033
-0.005 0.007 -0.017
0.022 0.050 -0.061
0.037 0.015 -0.012
0.068 0.056 -0.004
0.041 -0.008 -0.009
-0.070 -0.044 0.047
-0.063 0.039 0.052
-0.023 -0.067 0.080
-0.001 0.019 -0.001
0.086 -0.089 0.200
-0.149 -0.019 0.180
0.014 0.004 -0.003
-0.121 0.018 0.065
0.016 0.066 -0.048
-0.035 0.249 -0.040
0.040 -0.175 0.079
-0.277 -0.452 -0.649
0.114 0.249 0.013
0.030 -0.041 0.011
0.169 0.159 0.001
-0.043 -0.040 -0.022
0.095 0.211 0.277
-0.445 -0.801 -0.064
0.036 0.006 -0.073
0.034 -0.069 -0.050
-0.023 0.012 -0.031
-0.044 -0.007 0.003
-0.091 -0.057 0.067
0.004 0.006 -0.098
-0.170 -0.042 0.047
-0.232 -1.037 0.820
-0.394 0.241 -0.013
0.076 0.197 0.010
-0.324 0.234 0.138
-0.007 0.010 -0.021
-0.061 0.190 -0.271
0.129 -0.122 -0.076
-0.111 -0.038 -0.012
0.066 -0.024 -0.017
-0.013 0.007 0.008
-0.027 0.135 -0.500
0.248 -0.299 -0.242
-0.388 0.407 -0.023
0.069 -0.012 0.016
0.175 0.115 0.160
0.142 0.236 0.155
0.898 0.647 -0.113
0.000 0.039 0.001
0.021 -0.077 0.095
0.013 -0.014 0.002
-0.003 0.034 0.025
-0.256 -0.149 -0.152
-0.231 0.067 -0.036
-0.162 -0.045 -0.030
-0.018 -0.019 0.017
-0.133 0.035 -0.314
0.024 -0.172 0.028
-0.005 0.000 0.001
-0.080 0.115 0.018
0.040 -0.026 0.082
0.058 0.055 0.012
-0.013 -0.003 0.003
-0.034 0.062 0.002
-0.150 -0.115 0.211
0.009 0.015 -0.018
-0.034 -0.044 -0.077
-0.054 0.134 0.068
0.003 -0.017 0.002
0.052 0.128 0.130
-0.016 -0.035 -0.007
0.030 0.000 0.029
-0.076 0.156 -0.210
0.008 0.012 0.012
-0.137 0.309 0.726
-0.069 0.087 0.373
0.007 0.155 0.076
-0.048 0.113 0.049
0.128 0.089 -0.099
-0.089 -0.042 -0.044
-0.027 -0.035 -0.060
-0.103 0.071 0.025
-0.040 -0.097 0.111
0.004 0.004 -0.040
-0.031 0.062 -0.086
-0.087 0.106 0.081
-0.123 -0.101 -0.016
-0.052 0.008 -0.083
0.022 -0.020 0.018
0.027 -0.019 0.063
0.064 0.143 -0.174
-0.020 -0.009 -0.014
0.008 0.013 0.013
-0.043 -0.023 0.206
0.764 -0.493 0.012
0.153 0.593 0.024
0.137 -0.059 -0.019
-0.029 0.062 -0.172
0.459 -0.263 0.029
-0.020 0.002 -0.007
-0.283 0.259 -0.206
0.206 -0.120 0.240
0.007 -0.014 -0.003
-0.045 -0.047 -0.034
-0.107 0.215 -0.357
0.034 -0.005 0.010
0.013 -0.090 -0.011
-0.051 -0.045 0.023
0.111 0.118 -0.094
0.091 -0.099 0.067
0.008 -0.240 0.084
-0.021 0.034 0.015
-0.069 -0.085 0.018
0.237 -0.204 -0.017
-0.029 -0.009 -0.049
0.010 -0.109 -0.032

The LUMO energy comes out at -0.589 eV. For the orbital gap, the calculation gives 8.0 eV. For the energy, the calculation gives -3064.090908 a.u. As for the structure (SMILES): CC(C)Cc1c(P(N)O)cc2c(c1CCCN)C(=O)N(OC(=O)c1ccccc1)C2=O.COCCNCCOC.COCCNCCOC.COCCNCCOC.